Entry from the Open Molecules 2025 dataset: an isolated molecule of C3HF3 at a distorted geometry (the ωB97M-V functional and the def2-TZVPD basis).

Structure (XYZ):
```
7
Properties=species:S:1:pos:R:3
F 1.174 0.891 1.107
F -2.890 -0.447 -0.023
F 1.129 0.807 -1.101
C -1.604 -0.355 0.003
C 0.966 0.116 0.048
C -0.415 -0.411 0.068
H 1.640 -0.601 -0.102
```

## Properties
SMILES: FC#CC(F)F
Energy above the lowest of the compared OMol25 structures with the same formula, charge and spin, kcal/mol: 32.1
LUMO level, eV: 0.70
Frontier orbital gap, Ha: 0.435

Entry from the Open Molecules 2025 dataset: a structure of composition C11H16FeN5O6S at a distorted geometry (the ωB97M-V functional and the def2-TZVPD basis).

Structure (XYZ):
```
40
Properties=species:S:1:pos:R:3
Fe 2.169 0.309 -0.554
S 2.135 2.577 -0.554
O 2.169 0.309 1.142
O 2.169 -1.577 -0.554
O -0.210 1.259 1.441
O -6.008 0.146 -0.895
O -4.387 -0.623 -2.511
O 0.282 0.309 -0.554
N 4.438 3.837 -0.445
N 4.648 1.561 -0.561
N 4.113 0.275 -0.554
N 1.643 -3.552 0.323
N 1.021 -1.502 1.358
C 3.795 2.639 -0.521
C -4.348 0.913 0.715
C -2.009 0.588 0.033
C 0.352 -2.136 2.473
C -3.802 -0.094 -1.401
C -0.528 0.730 0.330
C -4.726 0.344 -0.480
C -5.779 -0.465 -2.180
C 1.626 -2.194 0.351
C -2.446 0.013 -1.176
C -2.977 1.033 0.968
H 3.846 4.657 -0.521
H -2.636 1.478 1.902
H -6.254 0.153 -2.951
H -0.058 -1.362 3.156
H 4.456 -0.284 -1.415
H 1.071 -2.762 3.043
H -5.079 1.256 1.435
H 5.609 1.711 -0.269
H 2.108 -4.046 -0.453
H 4.457 -0.284 0.307
H 1.202 -4.122 1.058
H 1.036 -0.471 1.333
H -6.254 -1.453 -2.186
H 5.367 3.929 -0.830
H -1.724 -0.336 -1.908
H -0.489 -2.762 2.107
```

## Properties
2S+1: 6
LUMO level (spin up / spin down), eV: -0.06 / -0.14
Expectation value of S²: 8.779
Frontier orbital gap (spin up / spin down), Ha: 0.250 / 0.256

Entry from the Open Molecules 2025 dataset: a structure of composition C15H43BCsN5O5 at a distorted geometry (the ωB97M-V functional and the def2-TZVPD basis).

Structure (XYZ):
```
70
Properties=species:S:1:pos:R:3
Cs -3.123 -6.592 0.138
O 7.369 -3.150 -1.801
O 4.047 0.433 -8.164
O 0.881 3.139 7.702
O -7.653 -3.860 -2.283
O -2.520 -1.006 -6.669
N 0.369 2.034 7.058
N 5.588 -1.891 -1.603
N 5.387 -3.807 -2.634
N -7.425 -2.021 -1.092
N -8.661 -3.702 -0.375
C -0.770 0.149 5.225
C 1.361 1.277 6.307
C -0.661 3.458 4.998
C 6.190 -3.014 -1.984
C -7.951 -3.177 -1.329
C 0.605 0.009 5.816
C 1.993 1.923 5.077
C 4.834 1.083 -9.119
C -0.829 2.485 6.275
C -1.653 1.267 5.938
C -3.199 1.282 -7.034
C 4.258 0.743 -10.537
C 2.417 0.799 7.272
C -1.758 3.364 7.184
C -2.326 0.143 -7.455
B 0.192 -2.842 -1.720
H -7.762 -1.449 -0.331
H 0.810 -2.238 -2.366
H 1.919 0.331 8.121
H -1.220 -0.844 5.215
H 3.516 1.030 -7.632
H 0.530 -0.773 6.572
H 1.340 3.670 7.047
H 3.112 1.574 7.595
H 0.547 -3.855 -1.835
H -2.782 3.359 6.811
H -2.293 -0.801 -5.759
H 3.109 0.029 6.930
H 1.162 -0.409 4.978
H -2.538 1.541 5.363
H 3.044 1.644 4.997
H -9.214 -4.533 -0.525
H -1.326 4.365 7.197
H 5.897 0.842 -9.138
H 4.108 -0.321 -10.719
H 4.580 -1.846 -1.650
H -6.701 -1.743 -1.739
H 6.125 -1.064 -1.386
H -0.664 0.328 4.155
H -8.789 -3.045 0.382
H 4.423 -3.659 -2.372
H 2.065 3.009 5.027
H 4.717 1.175 -11.426
H -1.961 0.874 6.907
H 3.241 1.135 -10.580
H 1.443 1.670 4.171
H -1.286 0.437 -7.597
H -1.729 2.993 8.208
H -2.592 -0.115 -8.480
H -1.646 3.794 4.674
H -0.139 3.153 4.091
H -0.846 -2.744 -1.995
H 0.389 -2.523 -0.708
H -0.068 4.328 5.280
H 4.959 2.162 -9.027
H -3.095 2.250 -7.524
H 5.796 -4.606 -3.098
H -4.186 0.819 -7.022
H -2.954 1.531 -6.002
```

## Properties
LUMO level, eV: -1.78
Frontier orbital gap, Ha: 0.203

Entry from the Open Molecules 2025 dataset: an isolated molecule of C6H7ClS at a distorted geometry (the ωB97M-V functional and the def2-TZVPD basis).

Structure (XYZ):
```
15
Properties=species:S:1:pos:R:3
Cl 0.510 -1.528 -2.627
S -1.271 1.638 -0.375
C 0.057 -0.229 -1.585
C 1.039 0.219 -0.512
C 0.366 1.342 0.250
C -0.452 -0.937 1.508
C -1.144 0.355 -1.589
C 0.636 0.030 0.927
H 1.008 2.198 0.368
H 1.469 0.174 1.617
H -2.054 0.100 -2.177
H -0.909 -0.608 2.425
H 2.125 0.254 -0.691
H -0.065 -1.940 1.686
H -1.316 -1.070 0.776
```

## Properties
SMILES: C[C@@H]1[C@@H]2SC=C(Cl)[C@H]12
Energy above the lowest of the compared OMol25 structures with the same formula, charge and spin, kcal/mol: 15.5
LUMO level, eV: 0.83
Frontier orbital gap, Ha: 0.327

Entry from the Open Molecules 2025 dataset: a structure of composition C13H16AlCl2F13LiMgNNaO9S at a distorted geometry (the ωB97M-V functional and the def2-TZVPD basis).

Structure (XYZ):
```
59
Properties=species:S:1:pos:R:3
Cl -5.455 -2.192 2.015
Cl -2.908 -4.202 3.013
S -5.804 2.673 0.407
Al 7.613 -0.389 2.346
Mg -7.396 3.382 2.555
Na 0.432 -1.548 3.668
F 1.646 1.172 0.901
F 2.826 -1.647 2.525
F 1.894 3.212 -9.281
F -5.156 0.140 0.224
F -0.584 -0.635 0.449
F 0.969 -0.095 2.512
F 3.772 0.274 1.972
F 1.238 -1.944 -1.758
F 0.873 -2.199 0.680
F 2.433 -0.245 -1.181
F -3.494 1.500 0.079
F 2.943 -0.671 5.271
F -4.855 1.292 -1.572
O -5.635 2.584 1.896
O 2.589 4.722 -6.424
O 1.428 2.907 -7.028
O 2.165 -3.290 3.884
O -5.274 3.869 -0.147
O 4.340 -2.911 4.379
O -7.176 2.368 0.056
O 3.639 2.992 -7.342
O 1.017 0.747 -2.999
N -0.060 3.282 -1.507
C -4.030 -2.651 1.041
C 0.464 1.940 -3.478
C 2.902 -0.760 1.578
C 0.814 3.163 -2.589
C 2.894 -3.420 6.163
C 0.720 -0.910 0.291
C 1.558 -0.098 1.284
C 1.163 -0.738 -1.177
C -3.588 -4.056 1.368
C 0.259 0.197 -1.983
C 3.137 -3.189 4.663
C 2.509 3.611 -6.906
C -4.769 1.317 -0.256
Li 4.998 -1.149 2.587
H 3.512 -4.249 6.511
H -4.426 -4.743 1.296
H -0.601 1.875 -3.663
H 0.920 2.131 -4.445
H 3.305 2.139 -7.660
H 1.848 -3.652 6.340
H -3.245 -1.921 1.216
H -0.564 -0.417 -2.347
H 3.163 -2.515 6.697
H -2.813 -4.384 0.678
H -4.324 -2.596 -0.006
H 0.431 3.050 -0.645
H 3.353 -1.205 0.697
H -0.153 0.953 -1.313
H 1.859 3.092 -2.301
H 0.685 4.037 -3.235
```

## Properties
LUMO level, eV: -7.02
Frontier orbital gap, Ha: 0.045
Total charge: +1

Entry from the Open Molecules 2025 dataset: an isolated molecule of C5H10N2 at a distorted geometry (the ωB97M-V functional and the def2-TZVPD basis).

Structure (XYZ):
```
17
Properties=species:S:1:pos:R:3
N -0.160 2.905 -0.625
N -0.036 -2.520 -0.337
C 0.201 0.601 0.037
C -0.237 1.836 0.266
C 0.177 -0.487 1.045
C 0.759 -1.862 0.737
C -0.471 2.691 -1.831
H -0.273 3.431 -2.603
H -0.873 -0.654 1.377
H 0.480 -0.201 2.068
H -0.707 1.980 1.228
H 0.694 -2.410 1.669
H 1.776 -1.734 0.380
H 0.645 0.437 -0.939
H -1.002 -2.266 -0.141
H -0.962 1.776 -2.153
H -0.009 -3.522 -0.178
```

## Properties
SMILES: C=N/C=C/CCN
Energy above the lowest of the compared OMol25 structures with the same formula, charge and spin, kcal/mol: 42.1
LUMO level, eV: 1.00
Frontier orbital gap, Ha: 0.356

Entry from the Open Molecules 2025 dataset: an isolated molecule of CH4S3 at a distorted geometry (the ωB97M-V functional and the def2-TZVPD basis).

Structure (XYZ):
```
8
Properties=species:S:1:pos:R:3
S 0.230 1.006 -0.621
S -1.379 0.578 0.545
S -2.623 -0.945 -0.259
C 1.467 0.091 0.257
H -2.854 -0.323 -1.393
H 2.550 0.392 0.158
H 1.159 0.091 1.296
H 1.451 -0.891 0.017
```

## Properties
SMILES: CSSS
Energy above the lowest of the compared OMol25 structures with the same formula, charge and spin, kcal/mol: 4.0
LUMO level, eV: 0.17
Frontier orbital gap, Ha: 0.336

Entry from the Open Molecules 2025 dataset: a cluster of 3 separate species, C12H25ClF3NO5P in total at a distorted geometry (the ωB97M-V functional and the def2-TZVPD basis).

Structure (XYZ):
```
48
Properties=species:S:1:pos:R:3
Cl -2.387 -1.311 -5.448
P -1.733 -0.924 -3.472
F -0.163 -1.739 -0.485
F -1.150 -3.692 0.012
F 0.926 -3.712 -0.822
O 3.181 1.091 -2.401
O -0.910 -3.198 -2.170
O -3.034 -0.512 3.682
O 2.939 2.978 -1.273
O -2.965 0.536 1.736
N -1.142 0.710 -3.489
C -2.924 -0.509 2.346
C -3.180 -1.698 4.479
C 3.380 1.714 -1.381
C -0.470 1.102 -2.201
C -1.832 -2.312 4.793
C -1.454 1.282 -0.960
C -0.399 -2.240 -3.129
C -0.295 -3.060 -0.916
C 4.193 1.123 -0.265
C 4.304 4.408 0.148
C -2.659 -1.803 1.628
C 2.959 3.740 -0.055
H 4.551 5.035 -0.712
H -0.176 -2.836 -4.086
H 5.254 1.266 -0.482
H -1.187 -1.582 5.289
H -0.803 1.526 -0.046
H 3.962 1.534 0.715
H 0.607 -1.776 -2.833
H -2.839 -1.153 -2.601
H 5.107 3.675 0.245
H -3.656 -1.382 5.409
H 2.190 4.508 -0.163
H -1.947 -3.180 5.445
H 0.019 2.122 -2.399
H -1.585 -1.917 1.486
H -3.866 -2.405 4.007
H 0.324 0.330 -1.934
H 4.293 5.029 1.045
H -2.206 2.137 -1.087
H -3.056 -2.679 2.136
H 3.979 0.055 -0.210
H -0.377 0.701 -4.196
H -1.312 -2.629 3.886
H -1.974 0.289 -0.720
H 2.663 3.124 0.797
H -3.150 -1.764 0.654
```

## Properties
LUMO level, eV: -4.45
Frontier orbital gap, Ha: 0.299
Total charge: +1

Entry from the Open Molecules 2025 dataset: a cluster of 2 separate species, H2I4Si2 in total at a distorted geometry (the ωB97M-V functional and the def2-TZVPD basis).

Structure (XYZ):
```
8
Properties=species:S:1:pos:R:3
I -2.306 2.210 -1.011
I -1.835 -2.251 -0.085
I 1.526 3.210 -1.159
I 1.563 -4.297 1.492
Si 0.019 -0.672 -0.143
Si -0.055 1.644 -0.067
H 1.210 -1.563 -0.350
H -0.122 1.719 1.323
```

## Properties
Energy above the lowest of the compared OMol25 structures with the same formula, charge and spin, kcal/mol: 77.0
LUMO level (spin up / spin down), eV: -1.48 / -3.28
Frontier orbital gap (spin up / spin down), Ha: 0.304 / 0.153

Entry from the Open Molecules 2025 dataset: an isolated molecule of C5H8N2 at a distorted geometry (the ωB97M-V functional and the def2-TZVPD basis).

Structure (XYZ):
```
15
Properties=species:S:1:pos:R:3
N -0.971 -1.344 -0.460
N 2.672 1.553 0.832
C 2.025 0.802 0.235
C -0.237 -0.204 -0.090
C 1.200 -0.141 -0.536
C -1.020 1.104 -0.140
C -0.661 -1.472 0.956
H 1.200 0.169 -1.585
H -0.441 -0.415 1.384
H -1.944 -1.106 -0.618
H 0.229 -2.095 1.053
H 1.638 -1.138 -0.469
H -1.234 1.292 -1.202
H -1.980 1.027 0.386
H -0.477 1.968 0.255
```

## Properties
SMILES: C[C@@]1(CC#N)CN1
Energy above the lowest of the compared OMol25 structures with the same formula, charge and spin, kcal/mol: 88.0
LUMO level, eV: 0.76
Frontier orbital gap, Ha: 0.360

The calculation returns the following electronic energy values, one per record and in order: -11276.258; -76621.309; -35158.264; -29691.815; -121507.255; -8325.507; -33607.328; -54533.542; -48190.364; -8291.182 eV.